[1]
{
  "formula": "C8H12N4",
  "method": "ωB97M-V/def2-TZVPD",
  "charge": 2,
  "e_above_lowest_kcal_mol": 161.1,
  "lumo_ev": [-9.29, -9.83],
  "molar_mass_g_mol": 164.212,
  "largest_force_ha_per_bohr": 0.0957,
  "gap_ha": [0.28425, 0.25310],
  "elements": ["N", "N", "N", "N", "C", "C", "C", "C", "C", "C", "C", "C", "H", "H", "H", "H", "H", "H", "H", "H", "H", "H", "H", "H"],
  "xyz": [[1.479, -0.193, 2.162], [0.616, -1.727, 0.696], [-0.607, 2.001, -1.356], [-1.152, -0.106, -1.764], [-1.735, 2.091, -2.239], [-2.028, 0.615, -2.450], [-0.337, 0.791, -1.069], [1.738, -1.449, 2.646], [-1.098, -1.509, -1.677], [1.697, 1.130, 2.791], [1.191, -2.324, 1.724], [1.032, -0.525, 0.906], [-0.635, -1.996, -2.687], [1.342, -3.374, 1.672], [-2.074, -2.023, -1.627], [0.805, 1.671, 2.644], [-2.598, 2.653, -1.858], [-2.900, 0.235, -3.027], [2.578, 1.406, 2.298], [-0.398, -1.814, -0.873], [-1.461, 2.561, -3.181], [2.394, -1.716, 3.521], [2.027, 0.933, 3.876], [0.125, 2.669, -1.130]]
}



[2]
{
  "formula": "C8H12N4O",
  "method": "ωB97M-V/def2-TZVPD",
  "charge": 2,
  "e_above_lowest_kcal_mol": 17.2,
  "lumo_ev": -7.89,
  "molar_mass_g_mol": 180.211,
  "largest_force_ha_per_bohr": 0.1191,
  "smiles": "Cc1c[nH+]c(Oc2[nH]cc(C)[nH+]2)[nH]1",
  "gap_ha": 0.31309,
  "elements": ["O", "N", "N", "N", "N", "C", "C", "C", "C", "C", "C", "C", "C", "H", "H", "H", "H", "H", "H", "H", "H", "H", "H", "H", "H"],
  "xyz": [[-0.195, 1.496, -0.668], [-2.116, 0.156, -0.991], [-1.639, 0.858, 1.033], [2.357, 1.767, -0.385], [1.736, -0.340, -0.175], [1.320, 0.954, -0.281], [3.482, 1.025, -0.117], [-1.214, 0.830, -0.236], [3.889, -1.494, 0.431], [-3.174, -0.220, -0.162], [-2.900, 0.309, 1.091], [-4.425, -0.905, -0.409], [3.140, -0.328, -0.031], [-4.922, -1.265, 0.501], [-5.150, -0.253, -0.902], [4.816, -1.257, 0.890], [-3.289, 0.422, 2.074], [4.496, 1.368, -0.002], [2.157, 2.732, -0.592], [-4.264, -1.634, -1.315], [-1.078, 1.152, 1.827], [4.459, -2.023, -0.312], [3.378, -2.292, 0.968], [1.331, -1.255, -0.237], [-2.196, 0.196, -2.000]]
}



[3]
{
  "formula": "C8H12N4OS",
  "method": "ωB97M-V/def2-TZVPD",
  "e_above_lowest_kcal_mol": 186.5,
  "lumo_ev": [-1.81, -1.74],
  "molar_mass_g_mol": 212.278,
  "largest_force_ha_per_bohr": 0.0767,
  "gap_ha": [0.20752, 0.21022],
  "elements": ["S", "O", "N", "N", "N", "N", "C", "C", "C", "C", "C", "C", "C", "C", "H", "H", "H", "H", "H", "H", "H", "H", "H", "H", "H", "H"],
  "xyz": [[-2.723, 1.570, 0.729], [3.043, 0.219, -1.018], [4.375, -0.939, 0.593], [0.296, 1.343, 0.592], [1.926, 0.963, -1.025], [1.523, 0.960, 0.237], [-1.495, -0.847, -0.002], [-2.710, -0.130, -0.331], [-0.330, 2.219, -0.211], [-0.653, -1.342, -1.119], [-1.674, 2.508, -0.207], [3.392, -0.166, 0.334], [2.346, 0.379, 1.142], [-1.341, -1.531, 1.314], [2.383, 0.600, 2.170], [5.016, -1.051, -0.291], [0.282, 2.626, -1.049], [-2.652, 0.143, -1.351], [0.417, -1.693, -1.011], [-0.661, -0.618, -1.964], [-1.535, -0.844, 2.078], [-2.085, -2.343, 1.403], [-1.088, -2.219, -1.580], [-2.055, 3.062, -0.949], [-3.501, -0.691, 0.006], [-0.496, -2.177, 1.512]]
}



[4]
{
  "formula": "C8H12N4S",
  "method": "ωB97M-V/def2-TZVPD",
  "e_above_lowest_kcal_mol": 73.1,
  "lumo_ev": 0.36,
  "molar_mass_g_mol": 196.279,
  "largest_force_ha_per_bohr": 0.1437,
  "smiles": "CCCCNc1nc(C#N)c(N)s1",
  "gap_ha": 0.30863,
  "elements": ["S", "N", "N", "N", "N", "C", "C", "C", "C", "C", "C", "C", "C", "H", "H", "H", "H", "H", "H", "H", "H", "H", "H", "H", "H"],
  "xyz": [[-0.714, -1.275, 0.278], [-0.571, 0.877, -1.113], [-3.523, 3.001, -0.636], [1.123, -0.566, -1.568], [-3.306, -0.300, 1.123], [3.452, 0.213, 2.240], [2.435, -1.358, -1.100], [2.584, -0.308, 1.015], [3.355, -0.722, -0.269], [0.066, -0.224, -0.839], [-2.644, 2.212, -0.485], [-1.733, 0.981, -0.432], [-2.091, -0.023, 0.465], [-3.651, 0.734, 1.342], [2.799, -0.012, 3.246], [4.072, 0.059, -0.740], [3.971, -1.525, 0.155], [4.386, -0.478, 2.151], [3.769, 1.242, 1.919], [1.821, 0.362, 0.806], [2.925, -1.556, -2.130], [2.034, -1.265, 1.476], [1.269, 0.216, -2.249], [2.279, -2.567, -0.609], [-2.853, -0.505, 1.979]]
}



[5]
{
  "formula": "C8H12N5PS",
  "method": "ωB97M-V/def2-TZVPD",
  "e_above_lowest_kcal_mol": 0.0,
  "lumo_ev": [0.53, -3.56],
  "molar_mass_g_mol": 241.260,
  "largest_force_ha_per_bohr": 0.1135,
  "gap_ha": [0.21057, 0.19586],
  "spin_multiplicity": 3,
  "elements": ["S", "P", "N", "N", "N", "N", "N", "C", "C", "C", "C", "C", "C", "C", "C", "H", "H", "H", "H", "H", "H", "H", "H", "H", "H", "H", "H"],
  "xyz": [[-2.805, -0.347, 1.347], [-1.087, -0.593, 0.537], [0.288, -1.425, 1.125], [-0.988, -0.875, -1.119], [1.276, 3.200, -0.469], [-0.796, -1.517, -3.175], [-0.024, 1.438, 0.195], [0.822, 3.438, 0.790], [-1.808, -0.048, -1.927], [-0.401, -1.748, -1.995], [0.089, 2.382, 1.244], [1.546, -1.205, 0.520], [0.705, 2.060, -0.790], [-1.655, -0.515, -3.175], [0.296, -1.664, 2.571], [-2.146, 0.838, -1.470], [2.346, -0.667, 0.966], [0.699, 1.522, -1.658], [-0.347, 2.215, 2.243], [-0.710, -1.830, 2.909], [1.461, -0.802, -0.536], [-2.059, -0.133, -4.011], [1.994, -2.220, 0.311], [0.373, -2.514, -1.668], [1.190, 4.250, 1.337], [0.812, -0.762, 3.053], [0.929, -2.479, 2.843]]
}